Entry 1:
This record from the OMol25 dataset describes a structure of composition H10MgO13S2 at a distorted geometry. The level of theory is ωB97M-V/def2-TZVPD.

The calculation puts the energy above the lowest of the compared OMol25 structures with the same formula, charge and spin at 101.7 kJ/mol.

Structure (ORCA input):
```
! wB97M-V def2-TZVPD RIJCOSX def2/J DEFGRID3
* xyz -2 1
Mg -0.39 -0.49 -0.31
S -1.52 1.82 -0.43
O -2.95 2.02 -0.69
O -1.32 0.96 0.77
O -0.93 0.94 -1.50
O -0.76 3.05 -0.34
S 2.30 0.85 0.90
O 2.13 0.60 2.35
O 1.30 0.04 0.15
O 2.10 2.26 0.66
O 3.63 0.41 0.42
O -2.43 -1.31 -0.50
H -2.71 -2.05 -1.05
H -3.15 -1.18 0.13
O 0.33 -1.59 -1.80
H -0.02 -1.49 -2.70
H 1.08 -2.18 -1.88
O -0.39 -1.82 1.20
H 0.20 -2.52 1.48
H -1.17 -1.89 1.76
O -0.83 0.68 3.34
H 0.14 0.82 3.30
H -1.11 0.75 2.40
O 2.22 0.31 -2.92
H 1.60 -0.04 -2.27
H 2.64 1.05 -2.45
*
```

Results of the natural (NBO) charge analysis, in e, for atoms 1 through 4: number 1, Mg, carries 1.79; number 2, S, carries 2.60; number 3, O, carries -1.08; number 4, O, carries -1.19

***

Entry 2:
This record from the OMol25 dataset describes a cluster of 9 separate species, C21H60O9 in total at a distorted geometry. The level of theory is ωB97M-V/def2-TZVPD.

As for the SMILES: CC(C)O.CC(C)O.CC(C)O.CC(C)O.CC(C)O.CC(C)O.CO.CO.CO. The calculation puts the energy above the lowest of the compared OMol25 structures with the same formula, charge and spin at 1087.9 kJ/mol.

Structure (ORCA input):
```
! wB97M-V def2-TZVPD RIJCOSX def2/J DEFGRID3
* xyz 0 1
C -2.57 -0.97 0.25
O -1.81 -1.04 -0.89
H -3.01 0.03 0.42
H -2.03 -1.31 1.21
H -3.52 -1.47 0.20
H -2.41 -0.72 -1.62
C 1.52 0.78 -0.50
O 0.95 0.49 0.77
H 2.47 0.26 -0.69
H 1.49 1.83 -0.56
H 0.79 0.36 -1.27
H 0.10 0.83 0.86
C 1.75 -2.67 -3.26
O 0.52 -3.08 -2.81
H 1.86 -2.92 -4.32
H 2.47 -3.20 -2.70
H 1.86 -1.57 -3.11
H -0.27 -2.79 -3.21
C -3.25 3.83 -2.70
C -3.05 2.39 -2.27
C -1.57 2.24 -2.07
O -3.54 1.96 -1.21
H -3.20 4.47 -1.84
H -4.17 4.08 -3.19
H -2.44 4.13 -3.35
H -3.20 1.68 -3.08
H -1.21 1.24 -1.68
H -1.22 3.03 -1.36
H -0.99 2.39 -2.96
H -4.46 1.94 -1.36
C 0.41 -3.02 1.10
C 1.04 -2.46 2.42
C 0.02 -2.15 3.57
O 1.77 -3.29 2.94
H 0.38 -2.23 0.33
H -0.61 -3.45 1.32
H 0.94 -3.77 0.55
H 1.65 -1.64 2.14
H -0.48 -1.23 3.38
H 0.46 -1.89 4.52
H -0.88 -2.82 3.76
H 2.22 -2.73 3.64
C -2.06 3.52 2.84
C -1.54 3.27 1.44
C -0.18 3.92 1.17
O -1.39 2.04 1.21
H -1.66 2.89 3.61
H -3.15 3.50 2.86
H -1.96 4.52 3.07
H -2.15 3.77 0.70
H -0.17 5.00 1.41
H 0.17 3.79 0.02
H 0.61 3.40 1.71
H -2.08 1.65 0.62
C -2.02 -1.13 -6.76
C -1.07 -1.46 -5.56
C -1.17 -0.42 -4.43
O -1.35 -2.50 -4.90
H -2.16 -0.06 -6.79
H -2.97 -1.53 -6.57
H -1.77 -1.58 -7.67
H 0.01 -1.54 -5.88
H -0.74 -0.74 -3.46
H -2.20 -0.10 -4.30
H -0.54 0.50 -4.77
H -2.27 -2.46 -4.58
C 4.90 -3.27 2.00
C 4.02 -3.29 0.71
C 3.63 -1.95 0.19
O 4.44 -3.90 -0.28
H 5.89 -2.82 1.85
H 4.89 -4.26 2.31
H 4.27 -2.69 2.65
H 3.17 -3.95 0.93
H 3.87 -1.16 0.87
H 2.51 -1.90 0.16
H 3.96 -1.58 -0.81
H 3.69 -4.31 -0.64
C -0.15 1.16 5.26
C 0.79 1.63 4.17
C 1.61 2.86 4.48
O 1.59 0.77 3.76
H -0.96 1.81 5.49
H 0.48 1.04 6.11
H -0.58 0.25 4.97
H 0.26 1.71 3.22
H 2.04 3.11 3.52
H 2.38 2.82 5.21
H 0.90 3.68 4.64
H 1.45 0.46 2.87
*
```

Results of the Löwdin charge analysis, in e, for atoms 1 through 4: number 1, C, carries -0.20; number 2, O, carries -0.12; number 3, H, carries 0.06; number 4, H, carries 0.11

***

Entry 3:
This record from the OMol25 dataset describes a structure of composition C2H4O3S at a distorted geometry. The level of theory is ωB97M-V/def2-TZVPD.

The calculation puts the energy above the lowest of the compared OMol25 structures with the same formula, charge and spin at 469.8 kJ/mol.

Structure (ORCA input):
```
! wB97M-V def2-TZVPD RIJCOSX def2/J DEFGRID3
* xyz 0 1
C -0.93 -1.21 1.48
C 0.46 1.18 -0.29
O 0.06 -1.01 -1.80
O -0.38 -1.67 0.45
O -0.90 0.72 -0.17
S -0.97 -0.81 -0.86
H 0.04 -1.11 2.27
H 1.00 1.23 0.62
H 0.63 2.21 -0.75
H 0.99 0.48 -0.95
*
```

Results of the natural (NBO) charge analysis, in e, for atoms 1 through 4: number 1, C, carries 0.12; number 2, C, carries -0.32; number 3, O, carries -0.90; number 4, O, carries -0.69

***

Entry 4:
This record from the OMol25 dataset describes an isolated molecule of C2H4N4 at a distorted geometry. The level of theory is ωB97M-V/def2-TZVPD.

As for the SMILES: Nc1c[nH]nn1. The calculation puts the energy above the lowest of the compared OMol25 structures with the same formula, charge and spin at 251.9 kJ/mol.

Structure (ORCA input):
```
! wB97M-V def2-TZVPD RIJCOSX def2/J DEFGRID3
* xyz 0 1
N -0.60 0.80 1.50
C -0.05 0.26 0.35
C -0.48 -0.79 -0.44
N 0.40 -0.87 -1.49
N 1.38 0.11 -1.25
N 1.13 0.72 -0.15
H -1.61 0.82 1.52
H -0.20 1.70 1.74
H -1.36 -1.43 -0.35
H 1.40 -1.32 -1.44
*
```

Results of the natural (NBO) charge analysis, in e, for atoms 1 through 4: number 1, N, carries -0.80; number 2, C, carries 0.26; number 3, C, carries -0.16; number 4, N, carries -0.41

***

Entry 5:
This record from the OMol25 dataset describes a structure of composition C43H59BaN4O25 at a distorted geometry. The level of theory is ωB97M-V/def2-TZVPD.

Structure (ORCA input):
```
! wB97M-V def2-TZVPD RIJCOSX def2/J DEFGRID3
* xyz 1 1
Ba 2.50 0.45 -0.24
C 1.29 0.56 -4.72
C 0.89 0.03 -3.35
C -0.31 -0.86 -3.45
O 1.90 -0.68 -2.68
H 1.35 -0.33 -5.39
H 2.32 0.95 -4.59
H 0.65 1.42 -5.05
H 0.53 0.85 -2.66
H -1.09 -0.24 -3.87
H -0.64 -1.22 -2.49
H -0.12 -1.69 -4.10
C 4.73 -2.57 -3.49
C 5.39 -1.50 -4.40
O 5.40 -0.36 -3.62
C 5.11 -0.70 -2.35
O 5.02 0.09 -1.43
O 4.90 -2.02 -2.18
H 5.23 -3.51 -3.54
H 3.71 -2.64 -3.69
H 4.73 -1.40 -5.26
H 6.42 -1.74 -4.70
C -4.10 -0.52 -1.86
C -5.20 0.60 -1.74
O -5.63 0.35 -0.37
C -4.63 -0.24 0.32
O -4.58 -0.39 1.51
O -3.72 -0.67 -0.51
H -3.23 -0.23 -2.44
H -4.55 -1.45 -2.27
H -6.05 0.62 -2.45
H -4.65 1.51 -1.86
C 1.53 4.65 1.87
C 0.02 4.70 2.05
O -0.29 4.45 3.38
C 0.89 4.20 3.97
O 0.98 3.88 5.13
O 1.97 4.25 3.22
H 2.01 5.57 1.57
H 1.90 3.89 1.24
H -0.52 4.01 1.37
H -0.37 5.71 1.75
C -1.98 0.66 3.55
C -0.99 1.62 4.23
O 0.15 1.66 3.29
C -0.33 1.26 2.14
O 0.25 1.40 1.11
O -1.54 0.71 2.12
H -3.02 1.02 3.54
H -1.91 -0.38 3.92
H -0.61 1.30 5.19
H -1.27 2.62 4.19
C 0.39 5.86 -2.40
C 0.59 4.90 -3.72
O 1.19 3.77 -3.17
C 1.28 3.84 -1.84
O 1.70 2.96 -1.19
O 0.93 5.01 -1.30
H -0.67 5.99 -2.11
H 0.94 6.72 -2.46
H 1.20 5.43 -4.47
H -0.34 4.72 -4.24
C -1.43 -3.49 2.59
C -2.32 -3.00 1.42
O -1.36 -2.27 0.61
C -0.21 -2.05 1.29
O 0.72 -1.47 0.84
O -0.32 -2.55 2.52
H -1.10 -4.47 2.41
H -1.81 -3.29 3.52
H -3.11 -2.34 1.67
H -2.68 -3.90 0.87
C -6.85 2.11 3.07
C -6.84 2.50 1.58
O -5.52 3.09 1.39
C -4.73 2.75 2.46
O -3.57 2.97 2.53
O -5.37 2.31 3.56
H -7.11 1.09 3.31
H -7.43 2.76 3.72
H -7.59 3.19 1.36
H -6.89 1.72 0.86
C 3.28 1.57 4.86
C 4.17 2.79 4.86
O 4.39 3.00 3.48
C 3.89 2.05 2.71
O 3.95 1.97 1.50
O 3.31 1.13 3.46
H 2.29 1.82 5.18
H 3.63 0.75 5.42
H 5.13 2.75 5.36
H 3.68 3.64 5.39
N -2.72 2.39 -0.47
C -1.75 1.75 -1.21
C -1.77 2.33 -2.41
C -2.78 3.37 -2.44
C -3.27 3.42 -1.14
H -2.87 2.21 0.54
H -1.30 0.82 -0.91
H -1.14 2.14 -3.33
H -2.96 4.05 -3.21
H -3.97 4.03 -0.61
N 1.46 -3.44 -2.68
C 2.09 -4.27 -1.75
C 2.09 -5.58 -2.24
C 1.47 -5.48 -3.55
C 1.11 -4.18 -3.75
H 1.49 -2.39 -2.61
H 2.30 -3.95 -0.75
H 2.16 -6.47 -1.64
H 1.25 -6.35 -4.19
H 0.69 -3.71 -4.62
N 5.09 -3.32 1.12
C 3.75 -3.49 1.52
C 3.39 -2.29 2.12
C 4.62 -1.52 2.19
C 5.61 -2.21 1.59
H 5.71 -3.98 0.66
H 3.16 -4.31 1.12
H 2.44 -2.14 2.62
H 4.82 -0.67 2.78
H 6.64 -1.90 1.33
N -0.89 -5.55 -0.68
C -0.68 -6.13 0.57
C -1.88 -6.60 0.95
C -2.82 -6.35 -0.09
C -2.15 -5.78 -1.11
H -0.16 -5.27 -1.29
H 0.28 -6.10 1.08
H -2.11 -7.00 1.95
H -3.87 -6.61 -0.13
H -2.40 -5.49 -2.11
*
```

Results of the Löwdin charge analysis, in e, for atoms 1 through 4: number 1, Ba, carries 2.02; number 2, C, carries -0.05; number 3, C, carries -0.64; number 4, C, carries -0.08

***

Entry 6:
This record from the OMol25 dataset describes an isolated molecule of C4H4N2S at a distorted geometry. The level of theory is ωB97M-V/def2-TZVPD.

As for the SMILES: [H]/N=C1/N=CSC1=C. The calculation puts the energy above the lowest of the compared OMol25 structures with the same formula, charge and spin at 162.4 kJ/mol.

Structure (ORCA input):
```
! wB97M-V def2-TZVPD RIJCOSX def2/J DEFGRID3
* xyz 0 1
C -0.66 1.71 0.03
C 0.03 0.59 -0.11
C 1.78 -1.20 0.00
C -0.41 -0.92 -0.02
H -1.75 1.81 -0.02
H -0.20 2.74 0.29
H 2.68 -1.75 0.08
H -2.26 -0.39 -0.20
N 0.63 -1.82 0.02
N -1.65 -1.26 -0.02
S 1.79 0.48 -0.05
*
```

Results of the natural (NBO) charge analysis, in e, for atoms 1 through 4: number 1, C, carries -0.37; number 2, C, carries -0.26; number 3, C, carries -0.07; number 4, C, carries 0.36

***

Entry 7:
This record from the OMol25 dataset describes a structure of composition C21H24AuClFN3O2Si. The level of theory is ωB97M-V/def2-TZVPD.

Structure (ORCA input):
```
! wB97M-V def2-TZVPD RIJCOSX def2/J DEFGRID3
* xyz 0 1
Au 0.56 -0.21 -0.52
C -0.01 -2.94 -2.50
Si -1.28 -1.57 -2.56
C -2.89 -2.33 -3.15
C -0.76 -0.36 -3.90
N -1.32 -0.75 -1.00
C -2.32 -0.65 -0.04
C -3.67 -0.88 -0.33
C -4.68 -0.71 0.59
C -4.40 -0.30 1.89
C -3.08 -0.08 2.23
C -2.09 -0.26 1.29
F -0.81 -0.05 1.74
H -0.06 -3.53 -3.43
H -0.20 -3.61 -1.66
H 1.01 -2.57 -2.40
H -2.67 -2.78 -4.12
H -3.69 -1.61 -3.30
H -3.25 -3.12 -2.49
H -0.82 -0.85 -4.88
H 0.27 -0.01 -3.79
H -1.42 0.51 -3.93
H -3.94 -1.18 -1.33
H -5.70 -0.90 0.29
H -5.19 -0.16 2.62
H -2.79 0.23 3.22
C 3.42 -5.07 1.20
N 3.23 -3.64 0.97
C 4.26 -2.76 1.07
C 4.12 -1.44 0.81
C 2.82 -1.04 0.39
O 2.53 0.16 0.02
N 1.80 -1.90 0.32
C 1.93 -3.23 0.61
O 1.03 -4.04 0.56
H 4.41 -5.22 1.62
H 3.33 -5.62 0.26
H 2.66 -5.43 1.88
H 5.20 -3.19 1.38
H 4.94 -0.75 0.90
Cl -3.68 4.42 2.50
C -2.57 3.65 1.41
C -1.21 3.71 1.67
C -0.33 3.08 0.81
C -0.80 2.39 -0.31
C 0.14 1.67 -1.20
C -2.17 2.36 -0.56
C -3.06 2.99 0.30
H -0.85 4.23 2.54
H 0.73 3.10 1.01
H 1.14 2.09 -1.19
H -0.24 1.56 -2.21
H -2.55 1.82 -1.42
H -4.13 2.95 0.12
*
```

Results of the natural (NBO) charge analysis, in e, for atoms 1 through 4: number 1, Au, carries 1.22; number 2, C, carries -1.15; number 3, Si, carries 1.82; number 4, C, carries -1.13

***

Entry 8:
This record from the OMol25 dataset describes a structure of composition C34H54AlN2O2SSe at a distorted geometry. The level of theory is ωB97M-V/def2-TZVPD.

The calculation puts the energy above the lowest of the compared OMol25 structures with the same formula, charge and spin at 27.1 kJ/mol.

Structure (ORCA input):
```
! wB97M-V def2-TZVPD RIJCOSX def2/J DEFGRID3
* xyz 1 1
Al 0.01 -0.17 0.18
C -5.95 1.57 4.62
C -5.82 0.34 3.71
C -6.19 -0.93 4.48
C -6.81 0.50 2.56
C -4.39 0.23 3.21
C -4.08 0.24 1.86
C -2.76 0.17 1.46
Se -2.42 0.11 -0.44
C -2.46 -1.81 -0.66
C -3.67 -2.39 -0.97
C -3.76 -3.77 -1.08
C -2.60 -4.49 -0.83
C -1.37 -3.93 -0.51
C -1.28 -2.53 -0.45
O -0.16 -1.83 -0.22
C -0.20 -4.89 -0.25
C -0.58 -5.82 0.92
C 1.11 -4.20 0.11
C 0.04 -5.72 -1.52
C -5.06 -4.47 -1.43
C -4.89 -5.29 -2.72
C -6.20 -3.48 -1.67
C -5.48 -5.39 -0.27
C -1.68 0.09 2.35
O -0.44 0.10 1.82
C -1.98 0.01 3.72
C -3.32 0.09 4.09
C -0.95 -0.17 4.83
C -1.28 -1.46 5.60
C -1.01 1.04 5.77
C 0.49 -0.31 4.33
H -6.99 1.67 4.95
H -5.32 1.50 5.50
H -5.68 2.47 4.07
H -7.23 -0.88 4.80
H -6.08 -1.80 3.84
H -5.57 -1.07 5.36
H -7.82 0.58 2.96
H -6.61 1.40 1.99
H -6.78 -0.36 1.90
H -4.84 0.31 1.10
H -4.52 -1.75 -1.12
H -2.66 -5.57 -0.90
H -0.76 -5.24 1.81
H -1.46 -6.41 0.70
H 0.24 -6.51 1.12
H 1.00 -3.57 0.99
H 1.86 -4.96 0.34
H 1.48 -3.61 -0.71
H -0.82 -6.32 -1.79
H 0.28 -5.07 -2.36
H 0.88 -6.40 -1.37
H -4.59 -4.64 -3.54
H -4.15 -6.07 -2.60
H -5.84 -5.76 -2.98
H -5.98 -2.81 -2.50
H -7.11 -4.02 -1.91
H -6.39 -2.89 -0.77
H -4.75 -6.18 -0.10
H -5.58 -4.81 0.64
H -6.43 -5.86 -0.50
H -3.55 0.05 5.15
H -2.26 -1.42 6.06
H -1.25 -2.31 4.93
H -0.54 -1.61 6.39
H -1.98 1.15 6.24
H -0.26 0.94 6.56
H -0.79 1.96 5.22
H 0.59 -1.13 3.63
H 0.83 0.61 3.85
H 1.15 -0.50 5.18
C 0.17 2.53 -1.37
C 0.90 1.59 -2.33
N 0.63 0.21 -1.93
C 1.71 -0.73 -2.24
C 2.89 -0.56 -1.29
S 2.40 -0.16 0.42
C 2.65 1.65 0.46
C 1.38 2.41 0.80
N 0.24 2.01 -0.01
H -0.89 2.57 -1.66
H 0.58 3.54 -1.45
H 1.97 1.76 -2.29
H 0.57 1.78 -3.36
H -0.21 -0.12 -2.41
H 2.05 -0.61 -3.28
H 1.31 -1.74 -2.13
H 3.58 0.22 -1.61
H 3.45 -1.49 -1.23
H 3.07 1.96 -0.50
H 3.41 1.84 1.22
H 1.57 3.49 0.72
H 1.12 2.18 1.84
H -0.59 2.34 0.49
*
```

Results of the Löwdin charge analysis, in e, for atoms 1 through 4: number 1, Al, carries -0.28; number 2, C, carries -0.04; number 3, C, carries -0.56; number 4, C, carries -0.04

***

Entry 9:
This record from the OMol25 dataset describes an isolated molecule of C5H10F2O at a distorted geometry. The level of theory is ωB97M-V/def2-TZVPD.

As for the SMILES: CC(C)(F)[C@](C)(O)F. The calculation puts the energy above the lowest of the compared OMol25 structures with the same formula, charge and spin at 84.4 kJ/mol.

Structure (ORCA input):
```
! wB97M-V def2-TZVPD RIJCOSX def2/J DEFGRID3
* xyz 0 1
C 0.57 0.98 1.26
C 0.73 0.78 -1.16
C -0.93 -1.72 0.16
C -0.22 0.90 0.01
C -1.27 -0.28 -0.10
O -1.93 -0.23 -1.29
F -0.95 2.01 -0.11
F -2.27 0.17 0.90
H 1.44 1.62 1.25
H 0.90 0.05 1.37
H 0.09 1.33 2.17
H 0.14 0.52 -2.01
H 1.42 0.04 -0.96
H 1.27 1.70 -1.31
H -0.78 -2.10 -0.81
H -1.79 -2.21 0.53
H -0.10 -1.88 0.88
H -2.13 0.64 -1.43
*
```

Results of the natural (NBO) charge analysis, in e, for atoms 1 through 4: number 1, C, carries -0.64; number 2, C, carries -0.64; number 3, C, carries -0.67; number 4, C, carries 0.32

***

Entry 10:
This record from the OMol25 dataset describes a cluster of 2 separate species, C3H8N3O in total at a distorted geometry. The level of theory is ωB97M-V/def2-TZVPD.

The calculation puts the energy above the lowest of the compared OMol25 structures with the same formula, charge and spin at 395.9 kJ/mol.

Structure (ORCA input):
```
! wB97M-V def2-TZVPD RIJCOSX def2/J DEFGRID3
* xyz 1 1
C 1.28 -0.79 -0.38
C -0.29 0.24 0.85
C -0.86 -0.32 -1.54
N 0.05 -0.35 -0.42
N 1.85 -0.48 0.76
N -1.03 1.39 0.80
O 0.97 0.25 1.54
H 1.79 -1.30 -1.18
H -1.19 -0.82 1.75
H -0.53 -1.02 -2.30
H -1.86 -0.57 -1.20
H -0.88 0.69 -1.97
H 2.73 -0.74 1.19
H -1.49 1.64 1.67
H -0.54 2.19 0.42
*
```

Results of the natural (NBO) charge analysis, in e, for atoms 1 through 4: number 1, C, carries 0.34; number 2, C, carries 0.47; number 3, C, carries -0.42; number 4, N, carries -0.37

***

Number 1: DFT total energy -1980.805321 hartree, HOMO -0.602 eV, gap between HOMO and LUMO 4.16 eV. Number 2: DFT total energy -1512.833126 hartree, HOMO -8.982 eV, gap between HOMO and LUMO 8.98 eV. Number 3: DFT total energy -702.314591 hartree, HOMO -8.831 eV, gap between HOMO and LUMO 8.86 eV. Number 4: DFT total energy -297.548361 hartree, HOMO -8.980 eV, gap between HOMO and LUMO 9.94 eV. Number 5: DFT total energy -3799.399119 hartree, HOMO -9.812 eV, gap between HOMO and LUMO 8.50 eV. Number 6: DFT total energy -662.463774 hartree, HOMO -8.929 eV, gap between HOMO and LUMO 8.46 eV. Number 7: DFT total energy -2114.674499 hartree, HOMO -7.502 eV, gap between HOMO and LUMO 7.19 eV. Number 8: DFT total energy -4630.014418 hartree, HOMO -10.347 eV, gap between HOMO and LUMO 8.08 eV. Number 9: DFT total energy -471.465408 hartree, HOMO -11.047 eV, gap between HOMO and LUMO 11.92 eV. Number 10: DFT total energy -358.245653 hartree, HOMO -13.706 eV, gap between HOMO and LUMO 9.79 eV.